*w*
# C3H4N3

The ion C3H4N3 with charge +1 (ωB97M-V with the def2-TZVPD basis set, OMol25).

XYZ file:
```
10
Properties=species:S:1:pos:R:3:nbo_charge:R:1
N 2.3219 -0.0405 -0.1532 0.1216
N 2.7912 -0.9601 -0.5270 0.2380
N -0.6155 -0.0130 -0.0067 -0.2057
C 1.6418 0.8992 0.4490 -0.3864
C 0.3642 0.5491 0.2421 0.5461
C -1.9249 -0.5298 -0.1646 -0.4364
H 2.0129 1.9646 0.7416 0.3360
H -1.8466 -0.7399 -1.2738 0.2643
H -2.1225 -1.3187 0.4816 0.2535
H -2.6224 0.1892 0.2111 0.2691
```

- orbital gap (eV) = 9.53
- M (g mol⁻¹) = 82.1
- charge = +1
- structure (SMILES) = CN=C=C[N+]#N

*x*
# C3H4N3

The ion C3H4N3 with charge +1 (ωB97M-V with the def2-TZVPD basis set, OMol25).

XYZ file:
```
10
Properties=species:S:1:pos:R:3:nbo_charge:R:1
N -0.8164 -0.4474 -0.2966 0.3820
N -1.8943 -0.7141 -0.6687 -0.0287
N 0.3352 -0.2316 -0.2370 0.0570
C 1.4672 -0.7415 0.3230 -0.4662
C -4.2313 0.0321 0.4268 -0.0926
C -3.1532 -0.1936 0.0450 0.0579
H -5.2585 0.2793 0.6198 0.2796
H 1.7499 -1.5302 -0.2704 0.2718
H 2.2211 -0.0013 0.1016 0.2746
H 1.2554 -1.1082 1.2998 0.2644
```

- orbital gap (eV) = 9.59
- M (g mol⁻¹) = 82.1
- charge = +1
- structure (SMILES) = C#CN=[N+]=NC

Here are the energies relative to the best structure, in kcal/mol: *w* 0.0; *x* 84.8.

*w*
# C3H4INO

An isolated molecule of C3H4INO (ωB97M-V with the def2-TZVPD basis set, OMol25).

XYZ file:
```
10
Properties=species:S:1:pos:R:3:nbo_charge:R:1
I -4.5214 0.0187 -0.0323 0.3194
O -1.7229 -1.8131 0.1259 -0.5707
N -2.4348 0.4270 0.2765 -0.7759
C 1.1091 -0.7269 -0.1268 -0.3102
C -0.0864 -0.0699 -0.2581 -0.2896
C -1.5053 -0.6133 0.1366 0.6297
H 1.1685 -1.6220 0.4515 0.2043
H -2.2280 1.3332 0.4909 0.3955
H 2.0413 -0.3172 -0.3766 0.1997
H -0.1260 0.8740 -0.7662 0.1978
```

- orbital gap (eV) = 8.58
- M (g mol⁻¹) = 197.0
- charge = 0
- structure (SMILES) = C=CC(=O)NI

*x*
# C3H4INO

A cluster of 2 separate species, C3H4INO in total (ωB97M-V with the def2-TZVPD basis set, OMol25).

XYZ file:
```
10
Properties=species:S:1:pos:R:3:nbo_charge:R:1
I -2.5685 -1.2303 0.8372 0.2086
O 0.4644 -0.4315 -1.9298 -0.5684
N -0.7435 -0.2324 -1.2473 -0.1501
C -0.9185 -1.1141 -0.3651 -0.1606
C 1.0977 1.1374 0.8286 -0.2351
C 0.7013 1.4734 1.9219 -0.2294
H 1.2300 0.5855 -0.0691 0.2315
H -0.2514 -1.9956 -0.4643 0.2077
H 0.3790 1.4783 2.8848 0.2192
H 0.6094 0.3293 -2.3970 0.4767
```

- orbital gap (eV) = 9.97
- M (g mol⁻¹) = 197.0
- charge = 0
- structure (SMILES) = O/N=C/I.C#C

Here are the energies relative to the best structure, in kcal/mol: *w* 0.0; *x* 74.0.

*w*
# C5H8NO2S

A cluster of 2 separate species, C5H8NO2S in total (ωB97M-V with the def2-TZVPD basis set, OMol25).

XYZ file:
```
17
Properties=species:S:1:pos:R:3:nbo_charge:R:1
S -0.7973 0.9540 0.8581 0.2548
O -2.3336 -1.1155 0.9645 -0.5277
O -3.9825 -0.0120 0.0031 0.1385
N -3.7341 0.7703 -0.7307 0.6078
C -0.2307 -1.6103 -0.1140 -0.5301
C 0.6864 0.6595 -0.2701 -0.2797
C 1.7045 1.6618 0.2296 -0.6555
C -1.2792 -0.7811 0.5392 0.4583
C 1.0648 -0.8074 -0.2565 -0.4316
H 1.6952 -1.1118 -1.0467 0.2550
H -0.6686 -1.9695 -1.0349 0.2555
H 0.2444 0.9300 -1.3206 0.2308
H 1.3623 2.8292 0.2474 0.2389
H -0.0044 -2.4901 0.4324 0.2758
H 1.9815 1.4762 1.3338 0.2353
H 2.5804 1.6979 -0.4119 0.2436
H 1.7109 -1.0810 0.5774 0.2303
```

- orbital gap (alpha / beta) (eV) = 5.86 / 6.39
- M (g mol⁻¹) = 146.2
- charge = +1

*x*
# C5H8NO2S

The ion C5H8NO2S with charge +1 (ωB97M-V with the def2-TZVPD basis set, OMol25).

XYZ file:
```
17
Properties=species:S:1:pos:R:3:nbo_charge:R:1
S -0.7154 -1.8198 0.6008 0.1513
O -1.6701 1.8296 -0.1988 -0.6933
O -2.6106 -0.4670 -0.4439 -0.6471
N 1.3143 -0.9897 -1.1444 -0.6710
C -0.7536 0.8880 0.2199 0.0883
C -1.3104 -0.3829 -0.0648 0.1883
C 1.7504 0.5230 0.6383 -0.3722
C 0.5342 1.2678 0.6804 -0.0654
C 1.9100 -0.7044 -0.0138 0.1916
H -3.1550 0.2829 -0.2012 0.5252
H -1.7320 -2.6515 -0.0117 0.2183
H 0.4654 2.2103 1.0098 0.2221
H -1.8097 2.5398 0.3906 0.4988
H 0.7794 -0.2266 -1.4952 0.4321
H 1.7416 -1.7890 -1.5410 0.4387
H 2.7000 -1.3772 0.3406 0.2345
H 2.5614 0.8667 1.2346 0.2597
```

- orbital gap (alpha / beta) (eV) = 6.87 / 6.87
- M (g mol⁻¹) = 146.2
- charge = +1

Here are the energies relative to the best structure, in kcal/mol: *w* 35.0; *x* 0.0.

*w*
# C8H14N2

An isolated molecule of C8H14N2 (ωB97M-V with the def2-TZVPD basis set, OMol25).

XYZ file:
```
24
Properties=species:S:1:pos:R:3:nbo_charge:R:1
N 0.3211 -0.5105 -1.0972 -0.2853
N -0.1142 -0.1974 0.2369 -0.2271
C -1.5018 0.0860 1.9929 -0.3040
C 1.9616 1.1185 1.0939 -0.6461
C -0.2589 0.7858 2.2642 -0.3124
C -1.4226 -0.4535 0.7580 0.1513
C 1.6371 -1.0904 -1.2260 -0.4192
C -2.5659 -1.0493 -0.1275 -0.6373
C -0.0116 0.5641 -2.1382 -0.4381
C 0.5646 0.5422 1.2738 0.1429
H 0.6254 1.5213 -1.9733 0.1847
H -0.0246 1.2985 3.2021 0.2207
H -1.0813 0.9481 -2.0635 0.2130
H -3.5688 -1.0253 0.2911 0.2251
H -2.5607 -0.5243 -1.0631 0.2126
H 1.9338 -1.8384 -0.5210 0.2182
H 2.0902 1.9738 1.7277 0.2269
H 2.2202 1.4311 0.0208 0.2137
H -2.4138 0.0352 2.6721 0.2231
H -2.4897 -2.1359 -0.3757 0.2175
H -0.1023 0.1855 -3.1633 0.2183
H 1.7677 -1.6380 -2.2177 0.2089
H 2.5855 0.3283 1.5003 0.2203
H 2.4091 -0.3553 -1.0672 0.1723
```

- orbital gap (eV) = 8.82
- M (g mol⁻¹) = 138.2
- charge = 0
- structure (SMILES) = Cc1ccc(C)n1N(C)C

*x*
# C8H14N2

A cluster of 2 separate species, C8H14N2 in total (ωB97M-V with the def2-TZVPD basis set, OMol25).

XYZ file:
```
24
Properties=species:S:1:pos:R:3:nbo_charge:R:1
N 1.6258 -7.4092 -8.8962 -0.3219
N -2.4390 -9.9902 -5.6729 -0.3247
C -0.2831 -7.6093 -10.6687 -0.5072
C -0.9244 -6.2640 -10.9776 -0.3814
C -2.9692 -9.3928 -6.4943 0.2807
C -4.9247 -7.9379 -7.0087 -0.3863
C -6.0418 -8.9028 -6.6817 -0.6151
C -3.6613 -8.6213 -7.5403 -0.5053
C -1.4621 -5.5390 -9.7479 -0.6093
C 0.7912 -7.4938 -9.6826 0.2804
H -6.7811 -8.4681 -6.0114 0.2198
H -1.0125 -8.3174 -10.2675 0.2386
H -5.2333 -7.1493 -7.6950 0.2106
H -3.8288 -9.3149 -8.3683 0.2404
H -0.6622 -5.0290 -9.2168 0.2230
H -6.5654 -9.2580 -7.5748 0.2056
H -1.9669 -6.2322 -9.0749 0.1929
H -4.6319 -7.4127 -6.0928 0.2127
H -2.2022 -4.8046 -10.0673 0.2168
H -2.9497 -7.8727 -7.8955 0.2444
H -0.2016 -5.6272 -11.4891 0.2115
H -5.6600 -9.8033 -6.1920 0.2163
H -1.7400 -6.4353 -11.6836 0.2068
H 0.1235 -8.0536 -11.5790 0.2509
```

- orbital gap (eV) = 12.16
- M (g mol⁻¹) = 138.2
- charge = 0
- structure (SMILES) = CCCC#N.CCCC#N

Here are the energies relative to the best structure, in kcal/mol: *w* 46.6; *x* 0.0.

*w*
# C13H15N

A structure of composition C13H15N (ωB97M-V with the def2-TZVPD basis set, OMol25).

XYZ file:
```
29
Properties=species:S:1:pos:R:3:nbo_charge:R:1
N -0.3577 -1.2801 0.1993 -0.4400
C 2.7254 0.8135 0.1223 -0.1805
C 3.1302 -1.5750 -0.1632 -0.1379
C 0.9726 -0.8564 -0.0051 0.1215
C -0.9866 1.0641 -0.1890 -0.2822
C 3.6980 -0.1628 -0.0138 -0.2695
C -1.2345 -0.3825 0.0075 0.2965
C -2.7142 -0.9896 0.1274 -0.3306
C 0.5270 2.8723 -0.0613 -0.6452
C 0.2123 1.4920 -0.1017 0.0085
C -3.3794 0.0981 1.2006 -0.6297
C 1.2927 0.5430 -0.2372 -0.0828
C 1.7907 -1.8262 0.2079 -0.2317
C -3.5953 -0.6155 -1.0693 -0.5983
H 4.7509 0.0137 0.3767 0.2356
H 3.8091 -2.5521 -0.4265 0.2211
H -2.4774 0.8793 2.3064 0.2550
H -0.3881 3.4585 -0.2859 0.2205
H -4.2163 -0.9149 1.5320 0.2287
H -4.0793 1.1152 -0.0599 0.1911
H -3.2171 -1.0170 -1.9792 0.2177
H 0.7682 3.0671 0.9810 0.2328
H -1.6480 1.8463 -0.6146 0.2282
H -3.3327 0.5003 -1.1948 0.1983
H 1.3596 3.4551 -0.6867 0.2335
H -4.7928 -0.6583 -0.9217 0.2296
H 2.7891 1.9212 0.2833 0.2193
H -2.7855 -2.0812 0.2616 0.2482
H 1.3312 -2.9222 0.0823 0.2422
```

- orbital gap (eV) = 8.64
- M (g mol⁻¹) = 185.3
- charge = 0

*x*
# C13H15N

An isolated molecule of C13H15N (ωB97M-V with the def2-TZVPD basis set, OMol25).

XYZ file:
```
29
Properties=species:S:1:pos:R:3:nbo_charge:R:1
N -0.2681 -0.4617 0.1195 -0.2645
C -5.3697 0.3249 -0.1949 -0.2436
C 1.7069 0.4966 1.1017 -0.4826
C 5.1111 0.7462 -0.7776 -0.6527
C 0.9962 -0.6125 0.4242 0.1680
C -3.4062 -0.9187 -0.6953 -0.2048
C -2.5657 0.1138 -0.1838 -0.1467
C 1.6855 -1.9258 0.0828 -0.6375
C 2.8515 0.8574 0.3099 -0.1948
C -3.2869 1.2797 0.4131 -0.2135
C -4.6816 1.3509 0.4441 -0.2121
C -1.2423 -0.0071 -0.4421 0.2218
C 4.0982 0.2922 0.2222 -0.1706
C -4.8074 -0.8526 -0.6536 -0.2082
H 2.2846 0.1657 2.0187 0.2247
H 2.2316 -1.8256 -0.9110 0.2188
H -6.4982 0.3310 -0.2546 0.2052
H -5.4057 -1.6964 -1.0902 0.2220
H 4.9340 0.1820 -1.6930 0.2229
H 0.9906 1.3468 1.4521 0.2400
H 4.4497 -0.5661 0.8706 0.1910
H 2.4013 -2.2008 0.7524 0.2136
H 2.7235 1.6242 -0.4563 0.1911
H -2.9824 -1.8373 -1.2208 0.2099
H -5.2374 2.1557 0.9649 0.2260
H 4.8717 1.7878 -1.1621 0.2149
H 1.0302 -2.7600 -0.1446 0.2322
H 6.1251 0.6615 -0.3506 0.2216
H -2.7404 1.9483 1.0543 0.2077
```

- orbital gap (eV) = 7.28
- M (g mol⁻¹) = 185.3
- charge = 0

Here are the energies relative to the best structure, in kcal/mol: *w* 149.7; *x* 0.0.

*w*
# C3H3NOS2

An isolated molecule of C3H3NOS2 (ωB97M-V with the def2-TZVPD basis set, OMol25).

XYZ file:
```
10
Properties=species:S:1:pos:R:3:nbo_charge:R:1
S 2.4983 -0.9155 -0.0627 0.0283
S -1.8530 -2.0544 -0.1382 0.1245
O -2.2003 1.1095 -0.1030 -0.4698
N -0.0338 0.0424 0.0637 -0.5313
C 1.3585 0.2080 -0.2194 -0.1242
C -0.4778 -1.3414 0.2123 -0.1437
C -1.0156 1.2213 0.0495 0.5731
H -0.3440 2.1568 0.0522 0.1312
H 0.4460 -1.7555 0.5143 0.2009
H 1.6216 1.3288 -0.3687 0.2111
```

- orbital gap (eV) = 7.91
- M (g mol⁻¹) = 133.2
- charge = 0
- structure (SMILES) = O=CN(C=S)C=S

*x*
# C3H3NOS2

An isolated molecule of C3H3NOS2 (ωB97M-V with the def2-TZVPD basis set, OMol25).

XYZ file:
```
10
Properties=species:S:1:pos:R:3:nbo_charge:R:1
S -1.6009 0.9000 1.1900 0.1232
S 2.5516 1.0208 -0.8050 0.1394
O 3.4783 -0.2353 1.4550 -0.4801
N 0.4462 -0.5613 0.0975 -0.4399
C 1.7075 -0.5309 -0.3859 -0.2173
C 2.8480 -0.0710 0.4681 0.4197
C -0.0857 0.5619 0.5618 -0.1147
H -1.6313 2.1234 1.7255 0.1549
H 0.7085 1.3785 0.6116 0.1881
H 1.9430 -1.3142 -1.0646 0.2269
```

- orbital gap (eV) = 9.26
- M (g mol⁻¹) = 133.2
- charge = 0
- structure (SMILES) = O=C1S[C@@H]1/N=C/S

Here are the energies relative to the best structure, in kcal/mol: *w* 0.0; *x* 12.3.